1.
The following is a DFT calculation (ωB97M-V with the def2-TZVPD basis set) of a molecular structure, C20H51N6P2RhSb in a non-equilibrium geometry.

For the highest occupied orbital energy (alpha / beta), the calculation gives -0.2999 / -0.3856 Ha. As for the gap between HOMO and LUMO (alpha / beta): 6.19 / 8.47 eV. Its spin multiplicity is 5. As for the expectation value of S²: 6.0336. The value obtained for the relative energy (zero: lowest compared OMol25 entry of this formula, charge and spin) is 1.753 eV. Its total charge is +1.

Each line ends with the Mulliken charge.
Atoms and positions in Å:
1 Rh -0.1041 -0.5095 0.1653  -0.25
2 C -1.6375 1.2770 3.1214  -1.23
3 P -1.8272 -0.0401 1.9016  1.49
4 C -3.4937 -0.0520 1.1939  -0.68
5 C -1.7046 -1.4804 2.9597  -1.70
6 C -1.1901 -2.8238 2.4367  -0.84
7 P 0.3925 -2.6802 1.5428  1.30
8 C 0.8970 -4.3640 1.1594  -1.35
9 C 1.5916 -2.2184 2.9687  -1.43
10 H -2.3554 1.3059 3.9182  0.45
11 H -1.4631 2.1990 2.5452  0.26
12 H -0.6566 1.0206 3.4741  0.30
13 H -4.2546 0.1927 1.9945  0.46
14 H -3.5481 -1.0691 0.7535  0.04
15 H -3.6547 0.7805 0.3989  -0.24
16 H -2.6492 -1.7814 3.4642  0.53
17 H -1.0310 -1.2726 3.7486  0.51
18 H -1.9131 -3.0516 1.6581  0.11
19 H -1.2735 -3.5780 3.2103  0.65
20 H 0.9851 -4.9600 2.0695  0.43
21 H 1.7961 -4.3212 0.5628  0.36
22 H 0.0659 -4.7734 0.5510  0.35
23 H 1.4306 -2.8825 3.8573  0.49
24 H 1.4146 -1.2553 3.2867  0.22
25 H 2.6088 -2.2111 2.5807  0.38
26 C 3.3072 1.7948 3.5519  -1.21
27 N 3.7601 1.2990 2.2456  0.13
28 C 5.1110 1.7161 1.8507  -1.32
29 C 2.9001 0.6468 1.4655  -0.18
30 N 1.6329 0.7737 1.4885  0.62
31 N 3.4939 -0.2728 0.5706  -0.12
32 C 3.0628 -0.6868 -0.6706  0.27
33 N 4.1188 -0.9860 -1.4913  -0.48
34 N 1.8274 -0.7048 -0.9332  0.01
35 H 4.1465 2.0303 4.1961  0.42
36 H 2.7029 1.0543 4.0141  0.34
37 H 2.8324 2.7659 3.5042  0.35
38 H 5.8882 1.1539 2.3725  0.32
39 H 5.2623 2.7988 2.1123  0.41
40 H 5.2154 1.6522 0.7998  0.48
41 H 1.3016 1.5201 2.1153  -0.18
42 H 4.4817 -0.4145 0.7711  0.34
43 H 5.1109 -0.9544 -1.2785  0.19
44 H 3.9076 -1.6137 -2.2117  0.24
45 H 1.5695 -0.8316 -1.9094  -0.11
46 C -3.4045 2.2653 -2.0069  -0.80
47 C -2.1223 2.9704 -1.6182  -0.86
48 Sb -0.2983 1.7791 -1.3478  0.44
49 C 0.2317 1.3479 -3.4599  -0.66
50 C -0.6168 2.1528 -4.5163  -1.33
51 C 0.8629 3.5487 -1.0960  -0.82
52 C 0.5129 4.2064 0.2342  -0.70
53 H -4.2179 2.9660 -2.2363  0.40
54 H -3.8196 1.6507 -1.1853  0.14
55 H -3.3783 1.5166 -2.7940  0.07
56 H -2.1413 3.5468 -0.6922  0.47
57 H -1.8268 3.6402 -2.4140  0.54
58 H 0.1510 0.2534 -3.7170  0.19
59 H 1.2425 1.7286 -3.4770  0.68
60 H -1.7402 2.0971 -4.3750  0.20
61 H -0.2757 1.7293 -5.4445  0.45
62 H -0.2880 3.1746 -4.4843  0.38
63 H 0.7108 4.1552 -1.9818  0.53
64 H 1.9196 3.0948 -1.1611  0.35
65 H -0.5679 4.1033 0.5585  0.12
66 H 0.5699 5.2693 0.2418  0.39
67 H 1.1642 3.8111 1.0457  0.06
68 C -3.4777 -2.2752 -1.4277  -1.68
69 C -2.0812 -2.2431 -2.0412  1.54
70 C -2.1680 -1.6959 -3.4838  -1.38
71 C -1.5290 -3.6535 -2.1037  -1.71
72 N -1.1830 -1.4713 -1.1773  -0.27
73 H -4.1701 -2.8472 -2.0457  0.55
74 H -3.8523 -1.2847 -1.2984  0.37
75 H -3.4748 -2.9517 -0.5051  0.28
76 H -2.9834 -2.2152 -3.9869  0.48
77 H -1.2698 -1.9819 -4.0868  0.35
78 H -2.3035 -0.5620 -3.5724  0.05
79 H -2.1657 -4.2750 -2.7139  0.48
80 H -1.4849 -4.0414 -1.0757  0.23
81 H -0.5834 -3.7021 -2.6406  0.36

=====

2.
The following is a DFT calculation (ωB97M-V with the def2-TZVPD basis set) of CH5NO3S in the gas phase in a non-equilibrium geometry.

For the highest occupied orbital energy, the calculation gives -0.3631 Ha. As for the gap between HOMO and LUMO: 10.48 eV. The value obtained for the relative energy (zero: lowest compared OMol25 entry of this formula, charge and spin) is 2.172 eV. Its total charge is 0. Its SMILES is NS(=O)(=O)CO.

Each line ends with the natural charge from an NBO analysis.
Atoms and positions in Å:
1 N -0.8551 0.9408 0.5292  -1.12
2 S -1.4329 -0.4354 -0.0959  2.19
3 O -1.7210 -1.2980 0.9693  -0.98
4 O -2.4664 -0.0864 -1.0479  -0.94
5 C 0.3256 -1.3369 -0.7077  -0.20
6 O 1.0185 -1.3543 0.4178  -0.68
7 H -1.4054 1.7472 0.2119  0.43
8 H -0.3244 0.8232 1.3741  0.43
9 H 0.6955 -0.6581 -1.4694  0.18
10 H 0.2653 -2.2073 -1.3196  0.19
11 H 0.8846 -2.2264 0.7932  0.49

=====

3.
The following is a DFT calculation (ωB97M-V with the def2-TZVPD basis set) of a molecular structure, C8H6N2O4Sc in a non-equilibrium geometry.

For the highest occupied orbital energy, the calculation gives -0.7593 Ha. As for the gap between HOMO and LUMO: 5.65 eV. The value obtained for the relative energy (zero: lowest compared OMol25 entry of this formula, charge and spin) is 0.040 eV. Its total charge is +3.

Each line ends with the natural charge from an NBO analysis.
Atoms and positions in Å:
1 Sc 0.0179 -0.1705 0.1890  1.64
2 O -0.5994 3.4838 -0.0850  -0.25
3 C -0.4199 2.3518 -0.0118  0.46
4 C 2.0927 -0.8721 -0.0807  0.42
5 O 3.2119 -1.1679 -0.1524  -0.17
6 C -1.7081 -1.5089 0.0094  0.41
7 O -2.6372 -2.1954 -0.1081  -0.15
8 C -0.0044 -0.0150 -2.0649  0.43
9 O 0.0035 0.0212 -3.2220  -0.18
10 C 0.9176 2.1418 5.2807  -0.43
11 N 0.8083 1.1719 4.1981  -0.24
12 C 1.0186 -0.1959 4.2927  0.03
13 C 0.7998 -0.7224 3.0574  -0.11
14 N 0.4539 0.3222 2.2101  -0.70
15 C 0.4729 1.4599 2.9223  0.25
16 H 0.2010 1.9038 6.0818  0.27
17 H 1.9318 2.1267 5.7072  0.27
18 H 0.7028 3.1468 4.8893  0.25
19 H 1.2990 -0.6722 5.2190  0.30
20 H 0.8686 -1.7428 2.7035  0.25
21 H 0.2569 2.4655 2.5567  0.25

=====

4.
The following is a DFT calculation (ωB97M-V with the def2-TZVPD basis set) of a molecular structure, C4H5F3N2 in a non-equilibrium geometry.

For the highest occupied orbital energy, the calculation gives -0.3545 Ha. As for the gap between HOMO and LUMO: 10.32 eV. The value obtained for the relative energy (zero: lowest compared OMol25 entry of this formula, charge and spin) is 3.991 eV. Its total charge is 0.

Each line ends with the natural charge from an NBO analysis.
Atoms and positions in Å:
1 C -0.6598 -1.4050 -2.3370  0.30
2 C 0.6452 -1.4110 -2.6615  0.45
3 C -0.8823 -0.7938 -0.9716  -0.28
4 C 0.7356 0.6392 0.2747  -0.41
5 N 1.3310 -0.7219 -1.4803  0.09
6 N 0.4075 -0.2240 -0.7430  -0.21
7 F -1.7733 -1.7367 -3.0188  -0.30
8 F 1.3509 -1.7818 -3.6953  -0.26
9 F 1.9136 -2.0859 -0.7924  -0.47
10 H -1.6314 -0.0129 -0.7360  0.23
11 H -1.1158 -1.6358 -0.3811  0.22
12 H 1.1219 1.6161 -0.0986  0.21
13 H -0.1676 0.8262 0.8645  0.21
14 H 1.5003 0.2400 0.9330  0.22